Density functional theory data (ωB97M-V with the def2-TZVPD basis set) for a cluster of 3 separate species, C7H8I3N2O2 in total.

ORCA input file:
```
! wB97M-V def2-TZVPD RIJCOSX def2/J DEFGRID3
* xyz 1 1
C 2.0375 -1.3361 1.7010
C 1.0558 -2.1847 1.0063
C 2.6267 -0.3923 1.0445
C 0.4429 -1.6027 -0.0664
C 5.3137 1.3075 -3.6781
C 3.0598 0.4185 0.1168
C 0.2340 -1.2872 -1.2824
N 0.7331 -3.3615 1.6328
N -0.7383 -0.2626 -1.5465
O 4.9417 1.9607 -2.8107
O 5.5706 0.6265 -4.5606
I -2.2964 2.4930 0.5223
I 1.9765 2.2704 -0.4258
I 1.1032 -1.9140 -3.0882
H 2.1556 -1.6143 2.7407
H 4.0754 0.2162 -0.3448
H -1.9158 3.1995 1.8939
H 0.8870 -3.4478 2.6361
H -0.0650 -3.8507 1.1823
H -1.5930 -0.6442 -1.9801
H -0.2738 0.3659 -2.2819
H -0.9372 0.3528 -0.8214
*
```

For the energy above the lowest of the compared OMol25 structures with the same formula, charge and spin, the calculation gives 0.0 kcal per mole. The frontier orbital gap is 8.20 eV. The molar mass is 532.87 g/mol. The HOMO energy comes out at -12.147 eV. The strongest force on any atom comes out at 4.78 eV Å⁻¹.

Density functional theory data (ωB97M-V with the def2-TZVPD basis set) for the molecule C14H17N3OS2.

ORCA input file:
```
! wB97M-V def2-TZVPD RIJCOSX def2/J DEFGRID3
* xyz 0 1
C -2.7485 -0.4729 0.6172
C -1.8831 -1.1906 -0.3559
C -1.6468 -2.5275 -0.3816
S -0.5762 -2.9469 -1.6706
C -0.5300 -1.2360 -2.0937
N -1.2418 -0.4847 -1.3322
N 0.2024 -0.8659 -3.1870
C 0.5859 0.3729 -3.6503
O 1.1630 0.4486 -4.7097
C 0.3239 1.5581 -2.7556
C 1.5968 1.8477 -1.9581
H 1.5056 2.7812 -1.4034
H 2.4538 1.9085 -2.6289
S 2.0065 0.5403 -0.7561
C 0.9523 1.0773 0.6392
H -0.0709 1.1683 0.2775
H 1.3208 2.0510 0.9696
C 1.0333 0.0578 1.7712
C 0.3857 0.6206 3.0035
N -0.9341 0.5134 3.0898
C -1.5513 1.0204 4.1427
C -0.8910 1.6675 5.1740
C 0.4876 1.7878 5.0882
C 1.1371 1.2586 3.9866
H 2.2094 1.3317 3.8871
H 1.0465 2.2851 5.8679
H -1.4364 2.0637 6.0159
H -2.6268 0.8973 4.1535
H 0.5198 -0.8547 1.4664
H 2.0802 -0.1755 1.9719
H -0.5164 1.3603 -2.0928
H 0.1106 2.4214 -3.3887
H 0.5344 -1.6318 -3.7633
H -2.0322 -3.2854 0.2683
H -3.2371 0.3630 0.1232
H -2.1446 -0.0870 1.4426
H -3.4982 -1.1469 1.0224
*
```

For the energy above the lowest of the compared OMol25 structures with the same formula, charge and spin, the calculation gives 0.0 kcal per mole. The frontier orbital gap is 8.94 eV. Its SMILES is Cc1csc(NC(=O)CCSCCc2ccccn2)n1. The molar mass is 307.44 g/mol. The HOMO energy comes out at -8.258 eV. The strongest force on any atom comes out at 1.16 eV Å⁻¹.

Density functional theory data (ωB97M-V with the def2-TZVPD basis set) for a structure of composition C5H3F6NO5RuS7.

ORCA input file:
```
! wB97M-V def2-TZVPD RIJCOSX def2/J DEFGRID3
* xyz -1 2
Ru -0.0154 0.2732 -1.0435
S -2.8157 -2.0356 1.5740
C -1.8220 -1.5318 0.3439
S -0.1539 -1.9185 0.3255
S -2.4343 -0.5983 -0.9686
F -0.9057 3.4234 3.2195
C -1.1479 3.5856 1.9226
F -2.4630 3.4718 1.7408
F -0.7983 4.8266 1.5833
S -0.1901 2.3302 0.9096
O -0.4416 2.6713 -0.4688
O -0.6803 1.0554 1.3365
N 1.2554 2.7223 1.3864
S 2.4090 2.0276 0.5713
O 3.6857 2.2249 1.1600
O 2.0693 0.6989 0.1315
C 2.4129 2.9862 -1.0750
F 1.7163 2.2813 -1.9835
F 3.6390 3.1501 -1.5683
F 1.8560 4.1920 -0.9750
C -1.0030 2.3983 -3.9595
O -0.5186 1.1802 -3.4120
C 0.4695 0.5247 -4.0472
S 1.0407 0.9352 -5.5282
S 1.0593 -0.7886 -3.1369
H -2.0202 2.5225 -3.5939
H -0.9777 2.3461 -5.0498
H -0.3763 3.2249 -3.6164
*
```

For the energy above the lowest of the compared OMol25 structures with the same formula, charge and spin, the calculation gives 69.0 kcal per mole. The frontier orbital gap (spin up / spin down) is 6.10 / 7.11 eV. The molar mass is 596.61 g/mol. The HOMO energy (spin up / spin down) comes out at -5.261 / -5.278 eV. The strongest force on any atom comes out at 3.74 eV Å⁻¹.

Question: Among the records above, which one has the lowest molar mass?
Answer: C14H17N3OS2

Question: What is the strongest force on any atom in the first record?
Answer: 4.78 eV Å⁻¹